The following is a DFT calculation (the ωB97M-V functional and the def2-TZVPD basis) of a cluster of 8 separate species, C32H48O24 in total.

The geometry in XYZ format:
```
104
Properties=species:S:1:pos:R:3:lowdin_charge:R:1
C 0.43591 -7.98228 1.13827 -0.010
C 0.07283 -6.49385 1.44605 -0.333
C 1.06384 -5.75768 2.30625 -0.098
O 1.25678 -4.49629 1.69497 0.094
C 0.80248 -4.56577 0.46388 -0.513
O 1.03854 -3.72960 -0.41711 0.110
O 0.07256 -5.72717 0.24356 0.072
H 0.33414 -8.56616 2.05305 0.084
H 1.44081 -8.09980 0.73272 0.087
H -0.32903 -8.36040 0.46004 0.082
H -0.83168 -6.54113 2.05247 0.136
H 1.94228 -6.37096 2.50710 0.138
H 0.57505 -5.47935 3.23991 0.140
C -0.41460 3.28279 4.40704 -0.009
C 0.06144 4.30868 5.41257 -0.338
C 1.15027 5.30864 4.97122 -0.107
O 0.86948 6.55028 5.52812 0.123
C -0.37634 6.49152 5.90172 -0.542
O -0.96678 7.44605 6.35192 0.141
O -0.92749 5.23153 5.71289 0.082
H -0.91294 2.42943 4.86698 0.086
H 0.38937 2.87968 3.79121 0.063
H -1.12435 3.72304 3.70666 0.095
H 0.46975 3.77332 6.26975 0.136
H 1.34682 5.34194 3.89960 0.140
H 2.05278 4.86543 5.39211 0.131
C -5.14933 -3.43379 -0.27968 0.001
C -4.39697 -3.91077 1.00521 -0.292
C -3.17292 -4.75485 0.74646 -0.120
O -2.19938 -4.29533 1.65960 0.054
C -2.66315 -3.05355 2.07594 -0.484
O -2.06676 -2.26616 2.85330 0.098
O -3.77574 -2.74406 1.47180 0.103
H -5.94565 -4.16538 -0.41658 0.081
H -4.45817 -3.46847 -1.12181 0.072
H -5.65185 -2.46739 -0.32023 0.090
H -5.10175 -4.41205 1.66861 0.157
H -2.89832 -4.69320 -0.30658 0.135
H -3.36423 -5.81300 0.92484 0.140
C 1.16467 -0.72432 3.63355 0.006
C 2.33447 -0.42156 4.59790 -0.330
C 3.33445 0.62509 4.09204 -0.121
O 3.27044 1.62369 5.03410 0.056
C 2.43357 1.25340 6.08117 -0.445
O 2.16729 1.90064 7.10939 0.111
O 1.79517 0.12519 5.71769 0.089
H 0.55260 0.16154 3.46405 0.079
H 0.40063 -1.33442 4.11535 0.082
H 1.38902 -1.13354 2.64851 0.077
H 2.88869 -1.31113 4.89727 0.153
H 2.98699 1.11712 3.18360 0.129
H 4.33682 0.23424 3.91713 0.136
C -1.42541 -0.40459 -0.77101 -0.015
C -0.43702 -0.03848 0.30875 -0.331
C 0.99665 -0.14919 -0.10497 -0.118
O 1.52224 1.00072 0.45446 0.046
C 0.55434 1.94506 0.71022 -0.511
O 0.76095 3.09421 1.08318 0.123
O -0.60282 1.34234 0.44762 0.090
H -1.12533 0.07399 -1.70322 0.079
H -2.47405 -0.19677 -0.55824 0.095
H -1.33744 -1.47142 -0.97650 0.090
H -0.68960 -0.47816 1.27362 0.142
H 1.00165 -0.05185 -1.19061 0.118
H 1.51640 -1.06957 0.16122 0.135
C 4.07687 1.44495 -3.60050 -0.004
C 2.69842 1.08669 -4.20886 -0.321
C 2.75710 0.46118 -5.61264 -0.118
O 1.79826 -0.53505 -5.58109 0.091
C 1.48156 -0.73875 -4.28052 -0.464
O 0.67402 -1.60744 -3.87118 0.099
O 2.17936 0.06404 -3.43415 0.070
H 4.83973 0.66941 -3.53205 0.092
H 4.08338 2.03681 -2.68521 0.082
H 4.51913 2.07100 -4.37545 0.080
H 1.95623 1.88482 -4.19288 0.147
H 3.78342 0.16913 -5.83504 0.136
H 2.49489 1.15056 -6.41520 0.141
C -3.37315 -0.86300 -3.83686 0.009
C -2.77393 -0.84434 -5.32566 -0.284
C -1.97709 -2.10019 -5.66963 -0.168
O -2.59712 -2.50438 -6.78441 0.081
C -3.72847 -1.82044 -7.10007 -0.517
O -4.44322 -2.00532 -8.07573 0.136
O -3.81347 -0.84115 -6.23104 0.109
H -3.69717 0.12890 -3.52181 0.081
H -2.41793 -0.96477 -3.32178 0.042
H -3.97420 -1.72789 -3.55615 0.083
H -2.09794 0.00522 -5.42254 0.151
H -1.89480 -2.88044 -4.91297 0.138
H -0.91704 -1.88938 -5.81083 0.114
C 0.26691 4.31170 -2.16133 0.019
C 1.37076 5.28206 -1.66487 -0.323
C 1.76186 6.34169 -2.64705 -0.142
O 1.67076 7.48541 -1.91588 0.096
C 1.18719 7.28428 -0.69777 -0.536
O 0.77471 8.15578 0.10235 0.107
O 0.97298 6.01362 -0.56169 0.121
H 0.71848 3.94767 -3.08418 0.066
H -0.64015 4.81506 -2.49597 0.097
H 0.10815 3.45863 -1.50165 0.066
H 2.27847 4.74918 -1.38164 0.155
H 1.13350 6.35038 -3.53766 0.137
H 2.79679 6.25818 -2.97879 0.139
```

E_LUMO = -0.123 eV
structure (SMILES) = C[C@H]1COC(=O)O1.C[C@H]1COC(=O)O1.C[C@H]1COC(=O)O1.C[C@H]1COC(=O)O1.C[C@H]1COC(=O)O1.C[C@H]1COC(=O)O1.C[C@H]1COC(=O)O1.C[C@H]1COC(=O)O1
frontier orbital gap = 9.98 eV
energy relative to the best compared isomer or geometry (same formula, charge and spin) = 452.9 kJ/mol
M = 816.7 g/mol



The following is a DFT calculation (the ωB97M-V functional and the def2-TZVPD basis) of a structure of composition C32H49AsBrF4N2PPdSSi3.

The geometry in XYZ format:
```
95
Properties=species:S:1:pos:R:3:lowdin_charge:R:1
Pd -0.66013 0.18211 -1.08966 0.341
F -2.64910 2.78453 -5.57522 0.166
C -1.88464 2.34287 -4.59564 -0.117
C -0.68749 3.02058 -4.32350 -0.121
F -0.37747 4.07852 -5.05008 0.161
C 0.15616 2.60811 -3.30512 -0.216
F 1.27094 3.28075 -3.04427 0.108
C -0.28826 1.50417 -2.62305 -0.157
P 1.03463 1.16925 0.47581 0.799
C 2.48412 1.20225 -0.62525 -0.429
C 3.46792 2.19006 -0.55639 -0.099
C 4.56495 2.13512 -1.40132 -0.043
C 4.69929 1.08715 -2.30577 -0.040
C 3.73745 0.08880 -2.36414 -0.051
C 2.62979 0.15026 -1.53070 -0.126
C 1.76181 1.02699 2.13677 -0.414
C 2.45396 2.05822 2.76842 -0.098
C 3.04111 1.83152 4.00577 -0.048
C 2.93477 0.58726 4.61837 -0.044
C 2.22596 -0.43335 4.00048 -0.049
C 1.63352 -0.20805 2.76585 -0.118
C -1.38033 0.85463 -2.88710 -0.230
Br -2.74200 1.38604 -0.12487 0.218
C -2.27100 1.23464 -3.85730 -0.229
F -3.40525 0.61192 -4.14066 0.125
H 3.37975 3.00904 0.14726 0.088
H 5.31982 2.91066 -1.35411 0.120
H 5.55822 1.04921 -2.96426 0.120
H 3.84966 -0.73489 -3.05901 0.113
H 1.88322 -0.63094 -1.57982 0.043
H 2.54357 3.03358 2.30500 0.093
H 3.58749 2.62972 4.49331 0.119
H 3.40033 0.41761 5.58161 0.120
H 2.12639 -1.39828 4.48376 0.117
H 1.04255 -0.98399 2.29863 0.049
C -1.06108 1.92928 3.02442 -0.062
N -0.61869 3.30670 2.81257 -0.157
C -0.56495 4.09302 4.05683 -0.015
C -0.38364 3.89219 1.63211 -0.570
S 0.51768 3.24278 0.25848 0.830
N -0.72467 5.16226 1.45030 -0.179
C -1.91933 5.73351 2.10153 -0.003
C -0.14909 5.99499 0.37841 -0.054
H -0.42747 1.45371 3.77099 0.095
H -1.05364 1.36407 2.10403 -0.015
H -2.09240 1.94341 3.38338 0.111
H -1.55556 4.30954 4.45785 0.101
H -0.02363 5.01984 3.89350 0.103
H -0.01934 3.49697 4.78811 0.102
H -2.53792 4.94259 2.51074 0.098
H -2.49158 6.25216 1.33521 0.109
H -1.65274 6.44384 2.88214 0.106
H -0.62312 5.77784 -0.58086 0.102
H 0.92309 5.83781 0.29654 0.078
H -0.32758 7.03554 0.63278 0.106
C -0.03154 -3.35466 2.55167 -0.206
Si 0.58656 -3.69207 0.83830 0.307
C 0.12002 -5.39150 0.26397 -0.192
C 2.41079 -3.43337 0.65443 -0.196
As -0.69215 -2.21981 -0.58860 0.865
Si -3.07680 -2.53444 0.03282 0.339
C -4.02052 -1.84507 -1.39972 -0.216
C -3.28944 -1.73724 1.68589 -0.225
C -3.29538 -4.36468 0.22001 -0.200
Si -0.25279 -3.08263 -2.83249 0.328
C 1.56812 -3.47977 -2.80145 -0.205
C -1.35747 -4.55862 -3.02911 -0.193
C -0.59533 -1.88695 -4.19410 -0.202
H 0.58351 -3.89873 3.27734 0.057
H -1.05993 -3.70584 2.66173 0.025
H -0.00506 -2.29211 2.80999 0.005
H 0.25436 -6.10006 1.08917 0.060
H 0.75307 -5.71607 -0.56595 0.040
H -0.92118 -5.44673 -0.05270 -0.001
H 2.91343 -3.99701 1.44951 0.056
H 2.73095 -2.39576 0.72643 0.023
H 2.76383 -3.82886 -0.29927 0.022
H -3.39085 -1.21684 -2.02457 -0.016
H -4.85578 -1.22861 -1.05669 0.047
H -4.42447 -2.65271 -2.01735 0.048
H -2.74492 -0.79807 1.77613 -0.032
H -2.97105 -2.42027 2.47556 0.028
H -4.35320 -1.51829 1.83742 0.055
H -3.13029 -4.92534 -0.70079 0.026
H -4.33973 -4.52385 0.52486 0.063
H -2.65856 -4.77466 1.00691 0.026
H 1.73820 -4.54913 -2.63793 0.045
H 2.10546 -2.93182 -2.02700 -0.012
H 2.01452 -3.21974 -3.76632 0.048
H -0.99681 -5.42635 -2.47236 0.032
H -1.38658 -4.82698 -4.09261 0.057
H -2.38138 -4.33874 -2.71975 0.018
H -0.03477 -0.95589 -4.10656 0.021
H -1.65870 -1.65218 -4.29344 0.040
H -0.27412 -2.38666 -5.11633 0.059
```

E_LUMO (alpha / beta) = -5.697 / -8.171 eV
2S+1 = 3
⟨S²⟩ = 2.02
total charge = +2
frontier orbital gap (alpha / beta) = 7.71 / 5.82 eV
energy relative to the best compared isomer or geometry (same formula, charge and spin) = 341.3 kJ/mol
M = 946.3 g/mol